Density functional theory data (ωB97M-V/def2-TZVPD) for a 4-piece molecular cluster, C45H64FN6O10 overall at a distorted geometry.

The calculation puts the relative energy (zero: lowest compared OMol25 entry of this formula, charge and spin) at 0.0 kJ/mol. The total energy comes out at -2933.74261 Ha. The net charge is -1. For the molar mass, the calculation gives 868.04 g mol⁻¹. The max |F| comes out at 1.6 eV/Å. For the HOMO energy, the calculation gives -4.996 eV. As for the orbital gap: 5.556 eV.

XYZ file:
```
126
C45H64FN6O10 (ωB97M-V/def2-TZVPD)
C 6.74 -2.25 1.16
C 7.14 -0.77 1.15
C 7.42 -0.21 -0.26
C 6.53 0.98 -0.65
C 5.03 0.78 -0.38
C 4.38 1.85 0.50
C 3.15 1.35 1.25
C 2.39 2.46 1.96
C 1.19 1.93 2.74
C 0.40 2.97 3.53
C -0.16 4.15 2.71
C -1.65 4.00 2.37
C -1.86 3.49 0.95
C -3.31 3.30 0.53
C -4.22 2.45 1.42
C -4.34 0.93 1.16
C -3.09 0.09 0.85
O -2.32 0.56 -0.27
C -2.11 0.12 2.03
O -1.92 1.06 2.77
N -1.42 -1.08 2.08
C -1.94 -2.04 1.06
N -1.05 -2.13 -0.08
C -1.99 -3.41 1.75
C -2.61 -4.58 1.02
C -1.97 -5.05 -0.26
N -3.61 -5.23 1.46
C -3.35 -1.43 0.69
C -3.74 -1.91 -0.72
C -4.86 -1.19 -1.49
C -6.25 -1.74 -1.32
F -6.27 -3.09 -1.67
C -4.38 -1.89 1.80
O -4.06 -1.54 2.96
O -5.35 -2.61 1.42
H 6.91 -2.71 2.13
H 7.33 -2.80 0.42
H 5.69 -2.37 0.88
H 8.05 -0.67 1.75
H 6.37 -0.18 1.64
H 8.46 0.12 -0.31
H 7.31 -0.99 -1.01
H 6.88 1.87 -0.11
H 6.68 1.19 -1.71
H 4.50 0.75 -1.34
H 4.86 -0.20 0.08
H 4.08 2.70 -0.12
H 5.11 2.23 1.22
H 3.46 0.59 1.98
H 2.47 0.86 0.54
H 3.07 2.98 2.64
H 2.05 3.17 1.20
H 1.55 1.17 3.44
H 0.51 1.41 2.06
H 1.05 3.35 4.33
H -0.42 2.46 4.02
H 0.40 4.25 1.78
H -0.01 5.07 3.28
H -2.11 3.31 3.07
H -2.17 4.96 2.48
H -1.41 4.23 0.27
H -1.30 2.56 0.80
H -3.76 4.30 0.46
H -3.32 2.92 -0.49
H -5.23 2.84 1.26
H -4.00 2.61 2.47
H -5.10 0.78 0.40
H -4.73 0.47 2.07
H -2.93 0.98 -0.88
H -0.42 -0.94 2.00
H -0.21 -2.63 0.16
H -0.80 -1.21 -0.43
H -0.95 -3.68 1.95
H -2.48 -3.26 2.71
H -0.94 -5.38 -0.07
H -2.55 -5.88 -0.65
H -1.92 -4.24 -0.99
H -3.99 -4.79 2.29
H -4.05 -2.96 -0.63
H -2.85 -1.89 -1.34
H -4.63 -1.24 -2.56
H -4.91 -0.13 -1.26
H -6.60 -1.66 -0.29
H -6.95 -1.23 -1.99
C -1.85 -4.81 -5.40
C -2.25 -3.50 -5.19
C -1.52 -2.68 -4.34
C -0.39 -3.20 -3.73
C 0.02 -4.50 -3.92
C -0.72 -5.31 -4.77
N 0.38 -2.33 -2.82
O -0.03 -1.20 -2.66
O 1.34 -2.81 -2.26
H -2.43 -5.45 -6.06
H -3.14 -3.11 -5.67
H -1.82 -1.66 -4.15
H 0.90 -4.87 -3.41
H -0.41 -6.34 -4.93
C -10.63 2.78 4.03
C -9.87 1.62 4.03
C -9.03 1.34 2.97
C -8.97 2.23 1.92
C -9.72 3.40 1.89
C -10.56 3.67 2.96
N -8.06 1.94 0.79
O -7.46 0.89 0.85
O -7.98 2.75 -0.10
H -11.28 3.00 4.86
H -9.92 0.94 4.86
H -8.42 0.44 2.95
H -9.64 4.07 1.05
H -11.15 4.57 2.96
C 13.33 1.76 -3.68
C 12.29 2.41 -4.34
C 11.01 1.89 -4.30
C 10.79 0.73 -3.58
C 11.80 0.07 -2.91
C 13.08 0.59 -2.97
N 9.42 0.18 -3.52
O 8.55 0.78 -4.12
O 9.25 -0.82 -2.86
H 14.33 2.16 -3.72
H 12.49 3.31 -4.90
H 10.19 2.38 -4.81
H 11.58 -0.84 -2.37
H 13.89 0.09 -2.45
```